# 1
Formula: C54H46Br2ClN4O10PSrTe2
Source: OMol25
Level of theory: ωB97M-V with the def2-TZVPD basis set

Each line ends with the Löwdin charge.
Geometry (Å):
Sr  0.5327  1.3832  -0.0312  1.514
C  -3.6428  -3.0098  -4.8944  -0.068
C  -2.9494  -2.0145  -3.9936  -0.279
C  -3.3926  -0.7104  -3.8511  0.007
C  -2.8258  0.1741  -2.9469  -0.083
C  -3.4936  1.5005  -2.9015  -0.301
O  -3.7785  2.0957  -3.9236  0.087
C  -4.0553  2.0024  -1.6019  -0.129
C  -4.3660  1.1067  -0.5837  -0.006
C  -5.1485  1.5144  0.4875  -0.074
C  -5.6227  2.8183  0.5467  -0.104
C  -5.2795  3.7272  -0.4480  -0.101
C  -4.4963  3.3194  -1.5170  -0.025
C  -1.6918  -0.1775  -2.1340  -0.325
O  -1.1808  0.6376  -1.3062  -0.233
C  -1.1649  -1.4949  -2.3856  -0.085
C  -1.8268  -2.3616  -3.2631  -0.010
C  0.0718  -1.9964  -1.7550  -0.196
N  0.7176  -1.3923  -0.8143  0.087
C  1.9447  -2.0323  -0.3060  -0.305
C  1.6460  -2.5597  1.1070  -0.488
Te  3.3899  -3.0722  2.2494  1.254
C  3.4710  -5.0324  1.4044  -0.557
C  2.6357  -6.0602  1.8395  -0.154
C  2.6970  -7.3198  1.2526  -0.110
C  3.5949  -7.5656  0.2207  -0.114
C  4.4334  -6.5490  -0.2175  -0.100
C  4.3747  -5.2905  0.3734  -0.145
C  0.5481  -3.3172  -2.3162  -0.219
C  1.2396  -3.3637  -3.5213  -0.022
C  1.6828  -4.5765  -4.0296  -0.080
C  1.4278  -5.7568  -3.3440  -0.102
C  0.7228  -5.7181  -2.1482  -0.082
C  0.2822  -4.5041  -1.6410  -0.041
H  -4.5394  -2.5695  -5.3345  0.065
H  -3.9429  -3.9017  -4.3382  0.068
H  -2.9922  -3.3382  -5.7103  0.070
H  -4.2454  -0.3642  -4.4287  0.120
H  -4.0268  0.0786  -0.6522  0.109
H  -5.3891  0.8157  1.2807  0.091
H  -6.2439  3.1246  1.3812  0.095
H  -5.6331  4.7512  -0.3989  0.098
H  -4.2398  4.0026  -2.3164  0.118
H  -1.4367  -3.3647  -3.3853  0.114
H  2.7400  -1.3013  -0.2991  -0.005
H  2.2898  -2.8629  -0.9173  0.101
H  1.0569  -3.4775  1.0616  0.033
H  1.0921  -1.8142  1.6780  0.027
H  1.9400  -5.8763  2.6513  0.089
H  2.0429  -8.1108  1.6042  0.094
H  3.6348  -8.5447  -0.2447  0.092
H  5.1318  -6.7313  -1.0270  0.097
H  5.0270  -4.4956  0.0286  0.092
H  1.4427  -2.4388  -4.0505  0.132
H  2.2233  -4.6021  -4.9688  0.098
H  1.7815  -6.7033  -3.7360  0.092
H  0.5220  -6.6327  -1.6067  0.096
H  -0.2787  -4.4730  -0.7118  0.116
O  0.7127  2.1086  6.2157  0.097
C  -0.3436  1.3593  6.0754  -0.536
O  -1.0298  1.0088  7.0162  0.026
C  -0.6791  0.8905  4.6872  -0.044
C  -1.5781  -0.1170  4.4301  -0.572
Cl  -2.3499  -1.1515  5.5440  0.793
N  -1.6988  -0.2544  3.0847  -0.060
N  -0.8902  0.6095  2.4440  0.152
C  -0.2786  1.3189  3.3787  -0.099
C  0.6533  2.4515  2.9551  -0.580
O  1.3925  2.9364  3.8577  -0.005
O  0.5866  2.8399  1.7808  -0.156
C  -2.5428  -1.1180  2.3217  -0.174
C  -3.8313  -1.4143  2.7509  -0.064
C  -4.6413  -2.2337  1.9793  -0.096
C  -4.1800  -2.7482  0.7774  -0.087
C  -2.9026  -2.4243  0.3423  -0.060
C  -2.0811  -1.6079  1.1068  0.007
H  1.0804  2.4255  5.2772  0.086
H  -4.2169  -1.0005  3.6697  0.080
H  -5.6465  -2.4544  2.3168  0.099
H  -4.8171  -3.3826  0.1737  0.099
H  -2.5419  -2.7891  -0.6093  0.094
H  -1.0939  -1.3389  0.7495  0.084
C  -2.0572  3.8229  1.1481  -0.023
C  -1.3464  4.3759  -0.0534  -0.308
C  -1.6489  5.6893  -0.4792  -0.023
C  -0.9981  6.2295  -1.5452  -0.043
C  0.0007  5.4851  -2.2101  -0.198
C  0.7621  5.9635  -3.2996  -0.641
Br  0.4815  7.7275  -3.9822  0.680
C  1.7289  5.1884  -3.8761  -0.203
C  1.9842  3.9122  -3.3794  -0.602
Br  3.3234  2.8672  -4.2268  0.708
C  1.3032  3.3323  -2.2914  -0.439
O  1.5808  2.1855  -1.8226  -0.295
C  0.2561  4.1768  -1.7160  -0.119
N  -0.4436  3.6494  -0.6740  0.090
H  -3.0808  4.1900  1.1895  0.063
H  -1.5376  4.1494  2.0514  0.088
H  -2.0659  2.7336  1.1357  0.069
H  -2.4102  6.2532  0.0474  0.108
H  -1.2292  7.2294  -1.8845  0.067
H  2.3083  5.5665  -4.7067  0.084
C  4.2500  0.5261  4.6351  -0.075
C  4.3132  1.5500  3.5195  -0.289
O  4.5551  0.8869  2.2694  -0.336
P  3.5999  1.2005  0.9851  0.082
O  2.2184  0.6683  1.2824  -0.537
Te  4.9209  0.5728  -0.8564  0.376
O  3.4062  2.8041  1.0557  -0.305
C  4.4287  3.7541  0.7432  -0.305
C  3.7578  5.1018  0.5722  -0.060
H  4.1045  1.0328  5.5937  0.074
H  5.1736  -0.0564  4.6726  0.070
H  3.4140  -0.1590  4.4746  0.065
H  5.1437  2.2410  3.6946  0.112
H  3.3934  2.1271  3.4857  0.082
H  4.9444  3.4617  -0.1671  0.050
H  5.1659  3.7798  1.5516  0.111
H  3.0003  5.0344  -0.2133  0.073
H  4.4980  5.8532  0.2868  0.071
H  3.2644  5.4055  1.4982  0.079

Calculated values
E_tot	-9573.55845	Ha
charge	-2


# 2
Formula: C4H8N2O
Source: OMol25
Level of theory: ωB97M-V with the def2-TZVPD basis set

Each line ends with the Löwdin charge.
Geometry (Å):
C  -1.3338  2.1314  1.8918  -0.627
C  0.8419  -0.9473  -0.4197  -0.108
C  -0.0690  0.2731  -0.4985  -0.349
C  -1.4618  0.0164  -0.2170  0.030
N  -0.1065  1.6590  2.4276  0.111
N  -1.3668  0.9786  2.5088  0.190
O  -1.7654  3.0417  1.2706  0.120
H  0.6024  -1.6456  -1.2164  0.073
H  1.8840  -0.6498  -0.5236  0.071
H  0.7218  -1.4529  0.5355  0.074
H  0.0422  0.8003  -1.4539  0.120
H  0.3151  1.0237  0.2475  0.081
H  -2.2105  0.7440  -0.4719  0.060
H  -1.7724  -0.8924  0.2641  0.061
H  0.6325  1.2024  1.8842  0.093

Calculated values
E_tot	-341.77334	Ha


# 3
Formula: C2H2BrO2S
Source: OMol25
Level of theory: ωB97M-V with the def2-TZVPD basis set

Each line ends with the Löwdin charge.
Geometry (Å):
C  -1.3857  -2.9362  0.1047  -0.505
C  -0.7512  0.0457  -0.2322  -1.099
O  -0.9893  -2.9926  1.1804  0.178
O  -1.7981  -2.9939  -0.9635  0.178
S  0.6205  1.0877  0.2381  0.396
Br  -2.5528  0.9589  0.2025  0.152
H  -0.7492  0.1223  -1.3376  -0.104
H  0.7889  0.5825  1.4772  -0.196

Calculated values
E_tot	-3200.12140	Ha
charge	-1